{
  "formula": "C18H39NO6S2",
  "method": "wB97M-V/def2-TZVPD",
  "symbols": ["C", "C", "N", "H", "H", "H", "C", "S", "O", "C", "H", "H", "H", "H", "H", "H", "C", "S", "O", "C", "H", "H", "H", "H", "H", "H", "C", "C", "O", "C", "H", "H", "H", "H", "H", "H", "C", "C", "O", "C", "H", "H", "H", "H", "H", "H", "C", "C", "O", "C", "H", "H", "H", "H", "H", "H", "C", "C", "O", "C", "H", "H", "H", "H", "H", "H"],
  "positions_angstrom": [[4.3450, 20.4718, 19.7718], [4.1606, 19.1400, 20.3062], [4.0212, 18.0851, 20.7293], [4.5398, 20.5143, 18.7019], [5.1612, 20.9933, 20.2808], [3.4818, 21.1084, 19.9957], [2.8160, 21.8269, 15.6132], [4.4621, 21.0633, 15.5884], [4.4930, 19.9350, 16.5662], [4.2363, 20.3567, 13.9409], [2.8842, 22.6422, 14.8950], [2.7039, 22.2536, 16.6130], [1.9988, 21.1238, 15.4778], [3.4683, 19.5871, 14.0613], [5.1492, 19.8874, 13.5857], [3.8398, 21.0959, 13.2487], [-0.5579, 23.8162, 18.7310], [0.1730, 22.8621, 20.1122], [1.3008, 22.0773, 19.5109], [0.9193, 24.3589, 20.8137], [-1.1607, 24.6658, 19.0442], [-1.0824, 23.2043, 17.9984], [0.2956, 24.2207, 18.1755], [1.4236, 24.1360, 21.7549], [0.1837, 25.1275, 21.0432], [1.6969, 24.6995, 20.1299], [0.6929, 17.4958, 19.3273], [0.5741, 18.0765, 17.9404], [-0.2214, 17.6142, 17.1514], [1.3757, 19.2986, 17.5970], [1.5720, 17.8717, 19.8509], [0.7275, 16.4099, 19.2906], [-0.1803, 17.8136, 19.9020], [2.0519, 19.2243, 16.7507], [1.9095, 19.6816, 18.4654], [0.6355, 20.0711, 17.3608], [2.2412, 21.9685, 23.3967], [1.6718, 20.6790, 23.9156], [1.2570, 20.5822, 25.0510], [1.6541, 19.4595, 23.0162], [1.8741, 22.8179, 23.9678], [2.0467, 22.2004, 22.3485], [3.3268, 21.8436, 23.4320], [1.0573, 18.6824, 23.4928], [2.6431, 19.0526, 22.8118], [1.1048, 19.6562, 22.0888], [6.2005, 22.8463, 22.9806], [5.9162, 24.1157, 22.1769], [5.3769, 25.0706, 22.6652], [6.3934, 24.0496, 20.7448], [5.5615, 22.0109, 22.7061], [6.0148, 23.0718, 24.0340], [7.2615, 22.6051, 22.9100], [5.9233, 24.8454, 20.1632], [6.1227, 23.0984, 20.2909], [7.4680, 24.2221, 20.6875], [8.2579, 20.5831, 16.2348], [7.6431, 20.9522, 17.5654], [7.5221, 22.0974, 17.9290], [7.5733, 19.8453, 18.5977], [8.6403, 21.4533, 15.7062], [7.5082, 20.1319, 15.5748], [9.0270, 19.8290, 16.3760], [6.5841, 19.3868, 18.6478], [7.8240, 20.1974, 19.5953], [8.2584, 19.0423, 18.3277]],
  "forces_ev_per_angstrom": [[0.0, 1.3, 0.4], [0.2, 0.2, -0.3], [0.0, -0.4, 0.2], [-0.1, -0.4, 0.0], [0.2, -0.4, 0.0], [-0.2, -0.3, -0.2], [0.6, 0.2, 0.8], [-0.3, 0.2, -0.3], [0.0, 0.0, -0.2], [-0.5, -0.6, 0.3], [-0.3, -0.1, -0.1], [0.0, 0.0, 0.0], [0.1, -0.1, -0.4], [0.1, -0.1, 0.0], [0.1, 0.2, 0.0], [0.3, 0.2, 0.0], [0.6, 0.1, -0.7], [0.0, 0.7, -0.5], [-0.3, 0.2, 0.2], [0.5, -0.1, 0.6], [-0.2, -0.2, 0.3], [-0.2, -0.3, 0.4], [0.1, 0.0, 0.2], [-0.1, -0.3, -0.1], [-0.1, 0.0, -0.3], [-0.2, 0.1, -0.2], [0.4, 0.3, 0.2], [-0.3, -0.4, -0.3], [0.1, 0.0, -0.1], [-0.3, 0.8, 0.5], [0.0, -0.1, 0.0], [-0.1, 0.0, 0.0], [-0.1, -0.1, -0.1], [0.0, -0.5, 0.0], [0.2, -0.1, -0.1], [0.1, 0.0, -0.1], [0.1, 0.2, -0.4], [-0.5, -0.7, 0.2], [0.1, 0.4, -0.2], [-0.8, -0.1, 0.0], [0.4, -0.1, 0.4], [-0.2, -0.6, -0.1], [0.1, 0.4, 0.3], [0.2, 0.0, 0.3], [0.1, 0.2, -0.2], [0.5, 0.3, -0.2], [0.0, 0.9, 0.9], [0.4, -1.1, -0.2], [-0.2, 0.4, 0.1], [-0.6, 0.7, -0.2], [0.2, -0.1, -0.3], [-0.1, -0.1, -0.1], [-0.1, -0.3, -0.3], [0.0, 0.0, 0.1], [0.3, -0.1, 0.0], [0.1, -0.3, 0.1], [-0.8, 0.0, -0.6], [1.7, -0.1, 1.0], [-0.7, 0.4, -0.4], [-0.4, -0.7, -0.2], [0.1, 0.1, 0.2], [0.0, -0.1, 0.2], [0.1, 0.1, 0.0], [0.0, 0.1, -0.1], [0.0, 0.3, -0.1], [0.0, 0.0, 0.0]],
  "energy_ev": -54741.6265,
  "e_lumo_ev": 0.24,
  "relative_energy_ev": 0.483
}

{
  "formula": "C28H22BF9MoN3S",
  "method": "wB97M-V/def2-TZVPD",
  "symbols": ["Mo", "C", "C", "C", "C", "C", "C", "C", "N", "C", "N", "C", "C", "C", "C", "C", "C", "C", "N", "C", "C", "C", "C", "C", "C", "C", "H", "H", "H", "H", "H", "H", "H", "H", "H", "H", "H", "H", "H", "H", "H", "H", "H", "H", "H", "H", "H", "H", "F", "C", "C", "F", "C", "F", "C", "S", "C", "F", "C", "F", "F", "B", "F", "F", "F"],
  "positions_angstrom": [[-0.7891, -0.0629, -2.0402], [1.2702, -3.4111, 1.9471], [1.7646, -2.3935, 2.9355], [2.7617, -2.7212, 3.8518], [3.2082, -1.8099, 4.7943], [2.6680, -0.5329, 4.8464], [1.6908, -0.1726, 3.9345], [1.2537, -1.0958, 2.9953], [0.2356, -0.6903, 2.0649], [0.4739, -0.5000, 0.7603], [1.7088, -0.6405, 0.2828], [2.0643, -0.8513, -1.0754], [1.1421, -0.7876, -2.1162], [1.5833, -1.1310, -3.4029], [2.8937, -1.4932, -3.6332], [3.8031, -1.4930, -2.5802], [3.4164, -1.1753, -1.2929], [4.4109, -1.1975, -0.1639], [-0.5133, -0.1479, -0.0697], [-1.8894, -0.3994, 0.2834], [-2.3517, -1.7130, 0.1942], [-3.6656, -2.0090, 0.5188], [-4.4947, -0.9819, 0.9468], [-4.0252, 0.3221, 1.0319], [-2.7155, 0.6522, 0.6988], [-2.2314, 2.0685, 0.7676], [1.4154, -4.4170, 2.3348], [1.8048, -3.3497, 0.9966], [0.2086, -3.2833, 1.7379], [3.1761, -3.7198, 3.8337], [3.9747, -2.1012, 5.4983], [3.0075, 0.1772, 5.5849], [1.2657, 0.8216, 3.9440], [-0.6742, -0.4133, 2.4047], [2.4253, -0.8164, 0.9772], [0.8939, -1.1101, -4.2399], [3.2151, -1.7594, -4.6283], [4.8375, -1.7474, -2.7634], [5.4176, -1.3340, -0.5504], [4.2243, -2.0186, 0.5339], [4.4103, -0.2666, 0.4063], [-1.6713, -2.4968, -0.1304], [-4.0360, -3.0193, 0.4338], [-5.5216, -1.1930, 1.2102], [-4.6939, 1.1069, 1.3600], [-3.0179, 2.7155, 1.1497], [-1.9503, 2.4435, -0.2201], [-1.3540, 2.1751, 1.4099], [-1.7380, 6.4701, -0.4304], [-1.4372, 5.3778, -1.1185], [-1.9551, 5.1953, -2.3940], [-2.7428, 6.1186, -2.9257], [-1.6505, 4.0396, -3.0975], [-2.1629, 3.8889, -4.3138], [-0.8258, 3.0520, -2.5623], [-0.3668, 1.6459, -3.5364], [-0.3192, 3.2658, -1.2864], [0.4581, 2.3339, -0.6975], [-0.6167, 4.4060, -0.5599], [-0.1405, 4.5637, 0.6712], [-4.4701, -1.2069, -2.3475], [-3.8596, -0.3446, -3.1147], [-4.0306, -0.3415, -4.4064], [-3.3292, 0.7496, -2.5417], [-1.8440, -1.2401, -3.1018]],
  "forces_ev_per_angstrom": [[0.1, 0.0, -0.7], [0.0, 0.0, 0.0], [0.0, 0.0, 0.1], [0.0, 0.0, 0.0], [0.0, 0.0, 0.0], [0.0, 0.0, -0.1], [0.1, 0.0, 0.0], [-0.1, 0.0, -0.1], [0.2, 0.1, -0.1], [-0.1, 0.1, -0.3], [-0.1, 0.0, 0.1], [0.3, -0.1, 0.2], [-0.2, 0.0, -0.1], [0.1, -0.1, 0.0], [-0.1, 0.0, 0.0], [0.0, 0.0, -0.1], [-0.2, 0.0, 0.0], [0.0, 0.0, 0.0], [-0.4, -0.4, -0.1], [0.3, 0.1, 0.4], [-0.1, -0.2, 0.0], [0.1, 0.2, 0.0], [0.0, 0.0, 0.0], [0.0, 0.0, -0.1], [-0.3, -0.1, 0.0], [0.0, -0.1, 0.0], [0.0, 0.0, 0.0], [0.0, 0.0, 0.0], [0.0, 0.0, 0.0], [0.0, -0.1, 0.0], [0.0, 0.0, 0.0], [0.0, 0.0, 0.0], [0.0, 0.0, 0.0], [0.0, 0.0, 0.0], [0.0, 0.0, -0.1], [0.0, 0.0, 0.0], [0.0, 0.0, -0.1], [0.1, 0.0, 0.0], [0.0, 0.0, 0.0], [0.0, 0.0, 0.0], [0.0, 0.1, 0.0], [0.0, 0.1, 0.0], [0.0, 0.0, 0.0], [0.0, 0.0, 0.0], [0.0, 0.0, 0.0], [0.0, 0.0, 0.0], [-0.4, -0.3, 0.3], [0.0, 0.0, 0.0], [0.0, -0.1, -0.1], [0.1, -0.1, 0.1], [0.0, -0.1, 0.0], [0.0, 0.0, 0.0], [-0.1, 0.1, 0.0], [0.1, 0.0, 0.1], [-0.1, 0.0, -0.1], [0.3, 0.1, 0.4], [0.4, 0.3, -0.1], [0.0, 0.3, -0.2], [0.1, 0.2, -0.3], [0.0, 0.0, 0.0], [-0.1, -0.5, 0.3], [-0.3, 0.3, -0.3], [0.1, -0.1, -0.4], [0.3, 0.2, 0.4], [0.0, -0.1, 0.3]],
  "energy_ev": -71688.3409,
  "charge": 1,
  "e_lumo_ev": [-3.93, -3.97],
  "relative_energy_ev": 0.000,
  "multiplicity": 3
}

{
  "formula": "C27H72Cl3N9O16P3S3",
  "method": "wB97M-V/def2-TZVPD",
  "symbols": ["C", "C", "O", "H", "H", "H", "H", "H", "O", "P", "N", "C", "C", "N", "C", "C", "N", "C", "C", "H", "H", "H", "H", "H", "H", "H", "H", "H", "H", "H", "H", "H", "H", "H", "H", "H", "H", "O", "P", "N", "C", "C", "N", "C", "C", "N", "C", "C", "H", "H", "H", "H", "H", "H", "H", "H", "H", "H", "H", "H", "H", "H", "H", "H", "H", "H", "O", "P", "N", "C", "C", "N", "C", "C", "N", "C", "C", "H", "H", "H", "H", "H", "H", "H", "H", "H", "H", "H", "H", "H", "H", "H", "H", "H", "H", "C", "C", "O", "S", "O", "O", "O", "H", "H", "H", "H", "C", "C", "O", "S", "O", "O", "O", "H", "H", "H", "H", "C", "C", "O", "S", "O", "O", "O", "H", "H", "H", "H", "C", "Cl", "Cl", "Cl", "H"],
  "positions_angstrom": [[1.6419, -0.3058, 2.4049], [2.6153, -0.7655, 1.3979], [3.4670, 0.1674, 0.8199], [2.1854, 0.2914, 3.0978], [1.0665, -1.0402, 2.8945], [0.8887, 0.4017, 1.9599], [2.1385, -1.2456, 0.5088], [3.0492, -1.6619, 1.8708], [1.1439, 3.3475, -4.9494], [2.1977, 2.4476, -4.4803], [3.5731, 3.1822, -3.9772], [3.7632, 4.6342, -3.9511], [4.5925, 2.5058, -3.1656], [2.8105, 1.2851, -5.5646], [3.8510, 1.6931, -6.5271], [2.0346, 0.1294, -6.0100], [1.6301, 1.5563, -3.2016], [2.2887, 0.4475, -2.5519], [0.3913, 1.8505, -2.4177], [4.8198, 4.8144, -4.2312], [3.6284, 5.0264, -2.9106], [3.2146, 5.2372, -4.6528], [4.3267, 2.3283, -2.1305], [5.4790, 3.0930, -3.1965], [4.7936, 1.5062, -3.6055], [4.6447, 2.3732, -6.0591], [4.2552, 0.7750, -6.9237], [3.2897, 2.2925, -7.3302], [2.6211, -0.7622, -6.2358], [1.3303, -0.1754, -5.2350], [1.5685, 0.3845, -6.9916], [2.6082, 0.6284, -1.5551], [1.6097, -0.4090, -2.4339], [3.0293, 0.0846, -3.2009], [0.1894, 1.0191, -1.7267], [-0.3854, 2.0041, -3.1305], [0.4552, 2.7319, -1.8581], [-4.0435, -5.5142, 3.4845], [-4.2445, -4.2286, 4.1779], [-2.8637, -3.3168, 3.9576], [-1.6644, -4.0282, 3.4704], [-2.5431, -2.1606, 4.7677], [-4.7002, -4.4620, 5.7841], [-4.9339, -3.4198, 6.7598], [-4.5581, -5.7772, 6.3954], [-5.4240, -3.1740, 3.6849], [-6.7924, -3.6913, 3.5764], [-5.1572, -2.5280, 2.4120], [-1.0136, -3.3195, 3.0187], [-1.9673, -4.7525, 2.7940], [-1.0623, -4.4483, 4.2807], [-1.5321, -1.8771, 4.6232], [-2.5447, -2.3679, 5.8239], [-3.2699, -1.3018, 4.5851], [-4.0109, -3.2835, 7.3826], [-5.2214, -2.4429, 6.3169], [-5.7227, -3.6668, 7.4978], [-3.9506, -5.8089, 7.2898], [-5.5306, -6.1379, 6.7571], [-4.3239, -6.5186, 5.6577], [-7.4904, -2.8754, 3.2621], [-6.7846, -4.4114, 2.7694], [-7.0858, -4.1703, 4.5089], [-5.3183, -3.2443, 1.5533], [-4.1126, -2.1306, 2.3910], [-5.8752, -1.6810, 2.3199], [-5.4688, 3.7879, 0.4557], [-4.4986, 2.8149, -0.0418], [-3.2236, 2.6962, 0.9786], [-3.0639, 3.6785, 2.0379], [-2.0569, 1.8100, 0.8343], [-3.9553, 3.2317, -1.5628], [-4.0766, 4.5945, -2.0984], [-3.0172, 2.3611, -2.3266], [-4.8048, 1.2597, -0.4060], [-5.5842, 0.8437, -1.6249], [-5.1563, 0.3963, 0.7092], [-4.0134, 4.0881, 2.2986], [-2.3258, 4.4502, 1.6298], [-2.6492, 3.1540, 2.8973], [-1.1721, 2.3787, 0.6065], [-2.2816, 1.0226, 0.1512], [-1.9144, 1.3456, 1.7696], [-4.4605, 5.1816, -1.3031], [-3.1872, 5.1295, -2.4688], [-4.8321, 4.6765, -2.9551], [-2.5784, 1.5852, -1.6679], [-3.4960, 2.0099, -3.2661], [-2.1744, 2.9475, -2.6569], [-5.0149, 0.1653, -2.2047], [-6.6067, 0.5273, -1.4118], [-5.6150, 1.8090, -2.2397], [-5.0286, -0.6262, 0.3913], [-6.2433, 0.4254, 0.9401], [-4.5862, 0.6141, 1.6147], [5.0056, -1.7078, -2.6377], [4.0342, -2.3189, -1.6438], [3.4387, -3.4306, -2.3727], [3.9049, -3.6351, -3.8215], [2.8461, -3.1624, -4.7102], [4.4330, -4.9326, -4.0338], [5.1909, -2.6141, -3.7732], [5.9541, -1.5444, -2.2265], [4.5918, -0.7730, -3.1252], [3.2012, -1.6826, -1.3442], [4.5895, -2.7648, -0.7551], [6.0672, -1.0891, 2.4072], [5.9900, -1.1861, 0.8777], [6.7522, -2.3811, 0.5907], [7.6271, -2.9649, 1.8161], [9.0027, -2.9365, 1.4704], [7.1175, -4.2163, 2.2411], [7.2397, -1.8220, 2.9217], [5.1125, -1.4398, 2.7576], [6.1774, -0.1041, 2.7888], [6.3465, -0.3800, 0.2344], [4.9354, -1.0541, 0.6277], [3.3723, 3.2595, 1.6364], [2.2617, 2.8993, 0.6617], [1.4586, 4.1548, 0.5212], [2.4604, 5.3187, 0.4905], [1.7356, 6.4139, 1.0697], [3.1008, 5.4164, -0.7805], [3.5324, 4.7280, 1.5315], [4.3149, 2.7128, 1.3978], [3.0547, 2.9792, 2.6646], [1.6202, 2.1967, 1.2003], [2.4845, 2.5510, -0.3441], [-1.7339, -1.6562, -2.7054], [-3.2405, -2.3239, -3.1480], [-1.6272, -1.2648, -0.9747], [-1.3903, -0.3561, -3.7806], [-0.9420, -2.3814, -2.8631]],
  "forces_ev_per_angstrom": [[-1.4, 2.6, -1.1], [0.7, -0.9, -2.7], [0.0, 0.1, 1.2], [0.4, 0.4, 1.0], [-0.4, -1.2, 0.6], [0.5, -0.5, 0.2], [-0.8, -0.2, 0.5], [1.0, -0.2, 0.2], [-0.3, 0.7, -0.4], [0.1, -1.7, 0.2], [0.7, 1.0, 0.1], [1.1, 0.3, 1.1], [-1.0, -1.3, -1.0], [0.7, 0.1, 1.2], [-1.2, 1.8, 0.1], [-0.2, 0.6, -0.7], [-1.1, -0.9, 1.4], [-1.1, -0.6, -0.8], [0.9, -0.5, -1.5], [-0.3, 0.0, 0.2], [0.0, -0.2, -1.0], [-0.8, -0.3, -0.2], [-0.3, 0.2, 0.4], [0.8, 0.4, 0.0], [0.1, 0.5, 0.2], [-1.2, -1.2, -0.6], [0.4, 0.0, -0.3], [1.2, -0.8, 0.6], [0.6, 0.1, 0.3], [-0.2, 0.3, -0.3], [-0.4, -0.2, 0.7], [0.8, 0.5, 1.0], [-0.4, 0.1, -0.2], [1.3, -0.3, -0.5], [-0.1, 0.2, -0.5], [-0.8, 0.0, -0.2], [0.4, 1.5, 1.0], [-0.5, -0.2, 0.0], [0.4, -0.1, 0.8], [0.6, -0.3, 0.2], [-0.2, 1.1, 1.7], [-1.8, 0.7, 0.1], [0.1, -0.3, -0.1], [0.4, 0.9, 0.7], [-1.4, -0.2, 0.0], [-0.4, 0.4, -0.5], [0.0, 0.3, 0.2], [0.5, 0.8, -0.8], [0.4, 0.7, -0.7], [-0.3, -1.4, -1.2], [-0.2, -0.4, 0.2], [0.9, 0.6, -0.8], [-0.4, -0.2, 0.7], [1.0, -0.9, 0.1], [-0.6, 0.2, -0.4], [0.3, -0.7, 0.0], [0.1, -0.3, -0.6], [0.8, 0.2, -0.1], [-0.3, 0.3, 0.1], [0.8, -0.2, -0.3], [0.6, -0.5, 0.6], [-0.4, -0.5, -0.2], [-0.2, 0.1, -0.1], [0.2, 0.7, 0.6], [-1.0, -0.3, -0.2], [0.5, -0.5, -0.1], [-0.8, 0.3, 0.4], [1.6, 0.9, -1.8], [0.2, -0.6, 0.8], [1.6, 0.2, -1.2], [-1.5, 1.0, 0.0], [1.3, 0.6, -1.5], [-1.2, -0.2, -1.0], [-0.5, 0.5, 0.5], [-1.8, -2.2, 0.1], [0.5, 3.7, 0.1], [-0.8, -0.3, 0.1], [-0.5, 0.6, 0.1], [-0.9, -0.5, 1.1], [0.2, 0.2, 0.2], [0.5, 0.2, -0.5], [0.1, -0.3, -0.7], [0.4, -0.7, 1.4], [-0.5, 0.8, 0.6], [0.3, -0.9, 0.3], [0.8, -0.4, 1.0], [-0.7, 0.1, -0.9], [0.2, -0.4, 0.7], [0.3, 0.5, 0.0], [0.4, -1.1, -0.4], [0.2, -0.1, 0.2], [-0.4, -1.5, 0.6], [0.6, -0.5, 0.0], [0.4, 0.4, 0.1], [0.0, -0.1, -0.2], [-1.5, 1.4, -2.4], [0.5, -1.3, 0.7], [-0.4, -0.2, 1.3], [-0.2, 1.1, -2.3], [1.8, -0.4, 1.2], [-0.1, -0.2, 0.1], [-1.4, -0.7, 0.9], [1.3, 0.3, 0.6], [0.7, -0.9, 1.0], [0.4, 0.1, 0.2], [-1.0, 0.6, -1.1], [0.3, 0.4, -0.3], [0.7, 0.8, 0.6], [-0.1, -0.6, 0.1], [-0.6, 0.7, 0.2], [0.2, 0.7, 0.0], [-0.6, -0.2, 0.1], [-0.5, -0.6, -2.0], [0.0, -0.8, 0.7], [0.2, 0.9, 0.1], [1.1, 0.2, 0.6], [-0.6, -1.2, -0.1], [0.6, -0.1, -0.1], [-1.4, -0.1, 0.4], [0.1, -2.0, 0.1], [-0.2, 1.4, 0.9], [1.2, -0.2, -0.5], [0.0, 0.2, 0.2], [-0.3, -0.7, 0.0], [-0.7, 0.7, 0.1], [0.3, 0.6, -0.6], [0.0, 0.1, -0.7], [0.4, 0.0, 0.3], [1.3, -0.5, 0.3], [-1.4, -0.8, 0.0], [-0.1, 0.2, -0.1], [0.3, 0.9, -0.4], [-0.2, -0.2, 0.0]],
  "energy_ev": -173277.7206,
  "charge": -1,
  "e_lumo_ev": 1.83,
  "relative_energy_ev": 0.000
}